Computed, not measured: a single C4H6N2O molecule, with wB97M-V/def2-TZVPD.

Summary:
- E (a.u.) = -340.7789
- SMILES string = Cc1c[nH]c(O)n1
- ΔE to the lowest compared entry with this formula, charge and spin (kJ/mol) = 42.0
- frontier orbital gap (Ha) = 0.3310
- molar mass (g/mol) = 98.105
- LUMO (Ha) = 0.031
- highest occupied orbital energy (eV) = -8.171
- multiplicity = 1

Each line ends with the Mulliken charge.
Positions of all 13 atoms, in Å:
C -1.06 -0.10 1.76  -1.026
C -0.40 0.03 0.44  0.641
C -0.83 0.54 -0.74  -0.602
N 0.23 0.39 -1.65  -0.013
C 1.21 -0.20 -0.93  0.341
O 2.44 -0.55 -1.35  -0.510
N 0.89 -0.44 0.30  -0.608
H -0.49 0.43 2.53  0.263
H -1.12 -1.15 2.07  0.262
H -2.06 0.31 1.71  0.291
H -1.78 0.99 -1.01  0.385
H 0.23 0.68 -2.62  0.184
H 2.74 -0.92 -0.49  0.394

***

Computed, not measured: a single C4H6N2O molecule, with wB97M-V/def2-TZVPD.

Summary:
- E (a.u.) = -340.7320
- SMILES string = Cc1cc(N)on1
- ΔE to the lowest compared entry with this formula, charge and spin (kJ/mol) = 165.3
- frontier orbital gap (Ha) = 0.3525
- molar mass (g/mol) = 98.105
- LUMO (Ha) = 0.033
- highest occupied orbital energy (eV) = -8.700
- multiplicity = 1

Each line ends with the Mulliken charge.
Positions of all 13 atoms, in Å:
C -2.28 0.13 0.02  -0.994
C -0.83 0.02 -0.32  0.688
N -0.44 -0.87 -1.20  -0.513
O 0.95 -0.90 -1.11  -0.172
C 1.34 -0.04 -0.16  0.403
N 2.68 -0.07 0.16  -0.539
C 0.27 0.63 0.34  -0.589
H -2.83 -0.65 -0.50  0.325
H -2.39 -0.03 1.10  0.265
H -2.70 1.11 -0.22  0.269
H 2.84 0.02 1.15  0.253
H 3.13 -0.90 -0.20  0.277
H 0.26 1.42 1.08  0.329